Record 1
{
  "formula": "C27H27BF6O2S3",
  "method": "ωB97M-V/def2-TZVPD",
  "symbols": ["C", "C", "C", "C", "C", "B", "C", "C", "C", "C", "F", "F", "F", "C", "C", "C", "F", "F", "F", "C", "O", "C", "C", "C", "C", "C", "O", "S", "H", "H", "H", "H", "H", "H", "H", "H", "H", "H", "H", "H", "H", "H", "H", "H", "H", "H", "C", "C", "C", "C", "C", "S", "C", "C", "S", "C", "C", "H", "H", "H", "H", "H", "H", "H", "H", "H"],
  "coordinates": [[4.624, -2.543, -2.409], [3.215, -2.246, -2.013], [2.065, -2.549, -2.735], [0.845, -2.250, -2.064], [1.049, -1.842, -0.749], [0.086, 1.836, -0.643], [0.128, -1.807, 0.326], [0.603, -1.774, 1.662], [0.058, -2.627, 2.592], [0.792, -2.812, 3.907], [1.165, -4.126, 4.070], [1.929, -2.049, 4.021], [0.011, -2.475, 4.987], [-1.118, -3.350, 2.291], [-1.724, -3.106, 1.050], [-2.967, -3.822, 0.572], [-3.911, -2.924, 0.111], [-2.683, -4.676, -0.474], [-3.560, -4.556, 1.550], [-1.198, -2.233, 0.121], [1.407, 1.938, -0.250], [2.459, 1.811, -1.287], [1.877, 2.225, -2.641], [1.343, 3.650, -2.549], [2.926, 2.049, -3.728], [0.714, 1.259, -2.915], [-0.329, 1.447, -1.906], [2.777, -1.597, -0.476], [4.680, -3.101, -3.352], [5.225, -1.633, -2.558], [5.124, -3.162, -1.649], [2.118, -3.001, -3.715], [-0.163, -2.376, -2.451], [1.424, -1.121, 1.927], [-1.555, -4.058, 3.000], [-1.756, -2.019, -0.787], [3.316, 2.429, -0.989], [2.829, 0.769, -1.314], [0.864, 3.923, -3.492], [0.585, 3.720, -1.750], [2.152, 4.340, -2.296], [2.512, 2.310, -4.711], [3.802, 2.678, -3.528], [3.252, 0.997, -3.769], [0.280, 1.449, -3.905], [1.061, 0.210, -2.924], [-3.269, 0.165, 3.651], [-3.695, -0.085, 2.343], [-2.873, 0.206, 1.255], [-1.625, 0.798, 1.462], [-1.074, 1.748, 0.424], [-0.472, 3.282, 1.299], [-1.968, 4.229, 1.483], [-3.065, 3.800, 0.539], [-2.571, 2.410, -0.483], [-1.104, 0.820, 2.749], [-1.936, 0.534, 3.838], [-3.960, 0.055, 4.500], [-4.692, -0.479, 2.164], [-3.202, -0.019, 0.240], [-2.322, 4.189, 2.519], [-1.672, 5.251, 1.210], [-3.983, 3.567, 1.093], [-3.252, 4.616, -0.177], [-0.053, 1.083, 2.885], [-1.545, 0.627, 4.848]],
  "forces_ev_per_a": [[0.6, 0.1, 0.0], [-1.5, -0.3, -0.6], [0.7, 0.6, 0.3], [0.4, 0.0, 1.3], [1.8, 1.1, -2.4], [0.4, -2.7, -0.5], [-1.3, -0.2, 1.3], [-0.2, -0.3, -0.7], [-0.5, 0.1, 0.3], [0.0, 0.0, 1.0], [-0.3, 1.3, -0.1], [-1.2, -0.9, -0.3], [0.7, -0.5, -0.9], [0.2, -0.1, -0.2], [-0.6, 0.0, 0.7], [-0.8, -0.1, 0.2], [0.9, -1.0, 0.3], [-0.4, 0.9, 1.1], [0.4, 0.4, -0.8], [1.1, -0.2, 0.1], [0.6, -0.4, -1.0], [-0.7, 0.0, 0.5], [-0.1, -0.5, 0.2], [-0.2, -0.1, 0.2], [0.1, -0.1, 0.0], [-0.4, 0.4, 0.4], [1.4, -0.2, -0.7], [-0.5, -0.8, 0.0], [-0.3, 0.1, 0.2], [-0.2, -0.2, 0.2], [-0.1, 0.3, -0.2], [0.0, 0.0, -0.1], [0.3, -0.3, -0.1], [0.4, -0.4, -0.2], [0.2, 0.2, -0.3], [0.4, -0.3, -0.1], [-0.4, 0.1, 0.1], [-0.4, 0.5, 0.0], [0.1, 0.2, 0.1], [0.3, 0.3, -0.4], [-0.1, 0.1, -0.2], [0.1, 0.0, 0.2], [-0.2, -0.1, -0.1], [0.0, 0.3, 0.0], [-0.1, 0.1, 0.3], [-0.1, 0.3, 0.3], [0.1, 0.0, -0.2], [0.0, -0.1, 0.0], [-0.2, -0.5, 0.4], [-0.1, -0.1, 0.2], [-1.1, 2.4, 0.5], [0.7, 0.1, -0.2], [0.0, 0.7, 0.4], [-0.5, 0.1, -0.3], [0.6, 0.0, -1.0], [-0.2, -0.4, 0.5], [0.1, -0.2, 0.1], [0.5, -0.1, -0.5], [0.1, 0.0, 0.0], [-0.1, 0.3, 0.4], [0.1, 0.1, -0.2], [-0.1, -0.2, 0.5], [0.2, 0.1, -0.2], [-0.2, -0.3, 0.3], [-0.5, 0.2, 0.2], [0.0, 0.0, -0.1]],
  "charge": 0,
  "max_force_ha_per_bohr": 0.0620,
  "de_lowest_kj_mol": 0.0,
  "homo_lumo_gap_ev": 7.32,
  "e_homo_ev": -7.87
}

=====

Record 2
{
  "formula": "C27H27Br2F33N2O5P",
  "method": "ωB97M-V/def2-TZVPD",
  "symbols": ["C", "C", "C", "C", "C", "C", "N", "F", "C", "P", "O", "Br", "N", "Br", "H", "H", "H", "H", "H", "H", "H", "H", "H", "H", "H", "C", "C", "C", "F", "F", "F", "F", "O", "C", "C", "F", "F", "F", "F", "H", "H", "H", "H", "C", "C", "C", "F", "F", "F", "F", "O", "C", "C", "F", "F", "F", "F", "H", "H", "H", "H", "C", "C", "C", "F", "F", "F", "F", "O", "C", "C", "F", "F", "F", "F", "H", "H", "H", "H", "C", "C", "C", "F", "F", "F", "F", "O", "C", "C", "F", "F", "F", "F", "H", "H", "H", "H"],
  "coordinates": [[-0.992, -3.248, 2.025], [-2.249, -2.550, 1.508], [-1.967, -1.168, 0.940], [-3.267, -0.355, 0.755], [-1.275, -1.239, -0.378], [-1.695, -1.870, -1.532], [-0.718, -1.602, -2.444], [-0.773, -2.018, -3.706], [0.278, -0.865, -1.961], [1.693, -0.437, -3.126], [1.347, 1.090, -3.559], [3.494, -0.300, -1.847], [-0.072, -0.632, -0.675], [0.931, 0.354, 0.500], [-0.195, -3.183, 1.285], [-1.198, -4.276, 2.288], [-0.651, -2.723, 2.910], [-2.810, -3.181, 0.821], [-2.901, -2.399, 2.365], [-1.344, -0.640, 1.655], [-4.011, -0.983, 0.274], [-3.080, 0.466, 0.067], [-3.620, 0.043, 1.695], [-2.577, -2.448, -1.713], [0.684, 1.480, -2.975], [-2.389, 4.514, -4.268], [-2.721, 3.237, -3.480], [-2.203, 1.909, -4.032], [-2.723, 1.622, -5.228], [-2.533, 0.904, -3.166], [-4.046, 3.151, -3.270], [-2.117, 3.363, -2.256], [-3.390, 5.032, -5.117], [-3.510, 4.604, -6.415], [-4.874, 3.964, -6.682], [-5.052, 2.897, -5.877], [-4.903, 3.542, -7.964], [-2.502, 3.772, -6.756], [-3.417, 5.687, -7.205], [-2.266, 5.282, -3.506], [-1.427, 4.433, -4.777], [-1.112, 1.921, -4.116], [-5.674, 4.686, -6.511], [2.119, -0.618, 7.102], [1.984, -1.160, 5.670], [1.139, -0.356, 4.682], [-0.150, -0.284, 5.059], [1.166, -0.986, 3.471], [1.549, -2.439, 5.692], [3.238, -1.168, 5.137], [1.289, -1.197, 8.089], [0.025, -0.731, 8.338], [-1.030, -1.812, 8.085], [-0.986, -2.220, 6.797], [-2.253, -1.296, 8.322], [-0.247, 0.394, 7.649], [-0.044, -0.424, 9.647], [3.122, -0.893, 7.412], [2.085, 0.471, 7.128], [1.536, 0.655, 4.559], [-0.859, -2.669, 8.740], [2.986, -4.900, 8.665], [4.053, -3.795, 8.713], [5.523, -4.213, 8.651], [5.861, -4.961, 9.714], [6.287, -3.094, 8.661], [3.841, -3.001, 9.780], [3.845, -3.029, 7.596], [2.408, -5.299, 9.890], [2.963, -6.289, 10.662], [3.373, -5.762, 12.040], [4.288, -4.782, 11.910], [3.924, -6.772, 12.744], [3.984, -6.902, 10.039], [2.005, -7.218, 10.867], [2.157, -4.453, 8.117], [3.318, -5.754, 8.073], [5.729, -4.768, 7.731], [2.502, -5.376, 12.572], [-0.297, 3.631, -12.522], [-0.018, 5.141, -12.602], [1.388, 5.624, -12.239], [1.680, 5.349, -10.951], [1.442, 6.964, -12.403], [-0.937, 5.814, -11.878], [-0.193, 5.487, -13.908], [-0.963, 3.155, -11.365], [-0.286, 2.785, -10.240], [-0.689, 3.647, -9.043], [-0.405, 4.942, -9.270], [0.013, 3.248, -7.950], [1.047, 2.775, -10.421], [-0.655, 1.516, -9.942], [-1.005, 3.439, -13.327], [0.591, 3.043, -12.751], [2.136, 5.161, -12.889], [-1.752, 3.543, -8.849]],
  "forces_ev_per_a": [[-0.3, 0.5, -0.3], [0.1, -0.3, 0.7], [-0.7, 0.2, -0.1], [0.6, -0.1, -0.5], [-0.1, -0.4, -0.1], [0.7, 0.6, 0.7], [-0.5, -0.2, 0.5], [0.1, 0.0, -0.1], [0.6, 0.7, -0.1], [0.5, -0.7, -1.0], [-0.5, -0.3, 0.7], [-0.4, 0.1, 0.2], [-0.3, -0.4, -0.5], [0.0, 0.1, 0.1], [0.2, -0.3, -0.1], [0.1, -0.2, 0.0], [0.2, 0.0, 0.2], [0.0, 0.1, -0.3], [-0.3, 0.0, 0.0], [0.3, 0.1, 0.0], [-0.3, -0.1, 0.1], [-0.1, 0.3, 0.1], [-0.2, -0.1, 0.2], [-0.1, -0.1, -0.3], [0.2, 0.5, 0.1], [0.5, 0.5, 0.1], [-0.5, 0.1, -0.1], [0.3, -0.1, -0.1], [-0.1, -0.1, 0.1], [0.0, 0.0, 0.1], [0.0, -0.1, 0.0], [0.2, 0.0, 0.0], [-0.3, -0.6, 0.1], [0.3, 0.4, 0.2], [-0.2, 0.0, -0.1], [0.0, 0.0, 0.0], [0.0, 0.0, 0.0], [-0.2, -0.1, 0.1], [0.0, 0.0, -0.1], [-0.1, 0.0, 0.1], [0.0, -0.2, -0.1], [0.0, 0.1, -0.1], [0.0, 0.0, 0.0], [0.4, 0.4, 0.4], [-0.1, -0.4, 0.3], [0.0, 0.1, -0.2], [0.0, 0.0, 0.0], [0.1, 0.1, 0.0], [0.0, 0.0, -0.1], [0.1, 0.2, -0.1], [-0.3, -0.3, -0.4], [0.3, 0.2, 0.2], [-0.2, -0.1, 0.0], [0.0, 0.0, 0.0], [0.0, 0.0, 0.0], [0.0, 0.0, -0.1], [0.0, 0.0, 0.1], [0.0, -0.1, 0.0], [-0.2, 0.0, -0.2], [0.0, 0.0, 0.0], [0.0, 0.0, 0.0], [-0.4, -0.2, -0.4], [-0.3, 0.0, 0.5], [0.2, 0.1, -0.2], [-0.1, 0.0, 0.0], [0.0, 0.0, 0.0], [0.1, 0.0, 0.0], [0.1, -0.1, -0.2], [0.4, 0.3, 0.3], [-0.2, -0.1, -0.3], [0.0, 0.1, 0.2], [0.0, 0.0, 0.0], [0.0, 0.0, 0.0], [0.1, 0.0, 0.0], [0.0, -0.1, 0.0], [0.0, 0.1, 0.0], [0.2, 0.0, 0.1], [0.0, 0.0, 0.0], [0.0, 0.0, 0.0], [-0.1, -0.4, -0.4], [-0.3, 0.0, 0.3], [0.2, 0.2, -0.1], [0.0, 0.0, 0.0], [0.0, 0.0, 0.0], [0.1, 0.0, 0.0], [0.1, 0.0, -0.1], [0.1, 0.5, 0.2], [0.1, -0.2, -0.3], [0.0, 0.1, 0.1], [0.1, 0.0, 0.0], [0.0, -0.1, 0.0], [0.0, 0.0, 0.1], [0.0, -0.1, 0.1], [0.0, 0.1, 0.0], [0.1, 0.1, 0.1], [0.0, 0.0, 0.0], [-0.1, -0.1, -0.1]],
  "charge": 1,
  "max_force_ha_per_bohr": 0.0251,
  "homo_lumo_gap_ev": 8.94,
  "e_homo_ev": -13.03
}

=====

Record 3
{
  "formula": "C27H27Br2F5N2O16S",
  "method": "ωB97M-V/def2-TZVPD",
  "symbols": ["C", "C", "C", "C", "C", "O", "Br", "C", "C", "N", "S", "N", "C", "C", "C", "C", "C", "Br", "H", "H", "H", "H", "H", "H", "H", "H", "H", "H", "H", "H", "C", "C", "O", "C", "O", "O", "F", "H", "H", "H", "C", "C", "O", "C", "O", "O", "F", "H", "H", "H", "C", "C", "O", "C", "O", "O", "F", "H", "H", "H", "C", "C", "O", "C", "O", "O", "F", "H", "H", "H", "C", "C", "O", "C", "O", "O", "F", "H", "H", "H"],
  "coordinates": [[1.009, -0.313, 1.535], [2.384, -0.522, 0.829], [3.413, -1.585, 1.175], [3.076, -2.608, 2.336], [4.285, -2.748, 3.349], [5.168, -1.960, 3.463], [4.239, -4.380, 4.495], [4.678, -1.681, 0.427], [5.027, -0.750, -0.693], [6.139, -0.673, -1.501], [5.915, 0.626, -2.548], [4.378, 1.144, -2.083], [3.996, 0.320, -1.038], [2.699, 0.405, -0.269], [1.697, 1.537, -0.761], [1.148, 1.062, -2.188], [-0.228, 1.726, -2.592], [0.951, -0.934, -2.272], [0.205, -0.120, 0.764], [1.004, 0.598, 2.215], [0.662, -1.174, 2.165], [2.127, -2.333, 2.866], [2.928, -3.619, 1.842], [5.405, -2.493, 0.712], [2.315, 2.462, -0.967], [0.886, 1.715, -0.009], [1.935, 1.307, -2.962], [-0.150, 2.838, -2.742], [-0.543, 1.237, -3.565], [-0.984, 1.422, -1.813], [-4.546, 2.046, -0.636], [-4.104, 3.127, 0.300], [-3.371, 2.419, 1.286], [-2.859, 1.326, 0.642], [-1.977, 0.645, 1.072], [-3.472, 1.114, -0.549], [-5.165, 3.721, 0.895], [-5.472, 1.563, -0.315], [-4.673, 2.404, -1.656], [-3.465, 3.886, -0.158], [-3.280, 0.809, 4.494], [-4.065, 2.002, 4.948], [-3.920, 1.964, 6.354], [-2.711, 1.368, 6.584], [-2.135, 1.404, 7.621], [-2.247, 0.734, 5.469], [-5.381, 1.866, 4.644], [-3.866, -0.114, 4.516], [-2.866, 0.938, 3.494], [-3.695, 2.957, 4.566], [-6.453, -1.569, 2.631], [-5.516, -2.670, 2.231], [-5.709, -2.762, 0.833], [-6.068, -1.512, 0.426], [-6.052, -1.143, -0.704], [-6.441, -0.730, 1.479], [-5.876, -3.847, 2.796], [-7.470, -1.927, 2.809], [-6.112, -1.029, 3.514], [-4.463, -2.466, 2.444], [6.238, 4.710, -3.719], [5.530, 4.085, -4.884], [4.181, 4.058, -4.462], [4.039, 5.114, -3.610], [2.993, 5.563, -3.270], [5.248, 5.595, -3.204], [5.946, 2.810, -5.083], [6.508, 3.980, -2.951], [7.134, 5.253, -4.018], [5.612, 4.649, -5.817], [0.194, -6.010, -3.738], [0.448, -4.533, -3.692], [0.354, -4.236, -2.312], [0.738, -5.374, -1.664], [1.039, -5.420, -0.514], [0.740, -6.449, -2.499], [-0.520, -3.850, -4.348], [-0.871, -6.252, -3.773], [0.691, -6.492, -4.579], [1.430, -4.232, -4.066]],
  "forces_ev_per_a": [[-0.1, 0.1, -0.1], [1.8, 1.4, -2.1], [1.3, 1.0, -1.6], [0.9, -0.4, -1.1], [-0.3, 1.2, -0.6], [-0.9, -1.1, 0.1], [-0.1, 0.5, -0.5], [-1.8, 0.2, 0.8], [-1.3, 1.2, -0.3], [-2.0, 1.0, 0.7], [-1.9, -1.3, 2.0], [0.9, -2.1, 1.8], [0.4, -0.5, 0.2], [0.2, -0.6, 1.2], [1.1, -1.5, -0.6], [0.0, 1.3, -0.1], [0.3, -1.3, -0.2], [-0.2, 0.8, -0.1], [1.0, -0.4, 0.9], [0.2, -1.0, -0.8], [0.5, 0.7, -0.7], [1.1, -0.3, -0.3], [0.0, 1.0, 0.8], [-0.8, 1.1, -0.4], [-0.9, -0.8, 0.4], [0.7, -0.1, -0.9], [-0.9, -0.5, 0.9], [0.0, -1.1, 0.4], [0.2, 0.8, 1.1], [0.6, 0.6, -0.8], [-0.5, -0.2, -0.8], [-0.5, 0.3, 0.4], [0.3, -0.3, -0.6], [0.5, -0.8, 0.0], [-0.6, 0.4, 0.0], [0.4, 0.2, 0.6], [0.1, 0.1, 0.1], [0.0, 0.1, 0.1], [0.2, -0.2, 0.0], [-0.1, 0.1, 0.1], [0.4, -0.3, -0.8], [-0.6, 0.0, 0.1], [0.6, 0.0, -0.4], [0.6, -0.2, 0.9], [-0.3, -0.1, -0.4], [-0.4, 0.4, 0.3], [-0.1, 0.1, -0.1], [-0.2, 0.2, 0.1], [0.2, 0.0, 0.2], [-0.2, 0.0, 0.0], [-0.2, 0.5, 0.7], [-0.2, -0.7, 0.1], [0.1, 0.7, 0.2], [-0.1, 0.2, -0.9], [-0.1, 0.0, 0.4], [0.3, -0.3, -0.3], [0.1, -0.1, 0.0], [0.1, -0.2, 0.0], [0.0, 0.2, -0.2], [0.0, -0.2, 0.0], [0.7, 0.3, 0.3], [-0.1, -0.6, 0.0], [0.3, 0.6, 0.0], [-0.8, 0.4, 0.5], [0.4, -0.2, -0.1], [-0.4, -0.3, -0.3], [0.0, -0.1, -0.2], [-0.1, -0.1, -0.2], [-0.2, 0.2, 0.1], [0.0, -0.2, 0.0], [0.0, -0.7, -0.5], [-0.5, 0.5, -0.1], [0.4, -0.6, -0.2], [0.2, -0.2, 1.0], [-0.2, 0.0, -0.4], [0.0, 0.5, 0.2], [0.1, 0.1, -0.1], [0.0, 0.3, 0.0], [0.1, -0.1, 0.2], [-0.1, 0.1, 0.0]],
  "charge": 0,
  "max_force_ha_per_bohr": 0.0612,
  "de_lowest_kj_mol": 195.1,
  "homo_lumo_gap_ev": 7.39,
  "smiles": "Cc1c(CC(=O)Br)cc2nsnc2c1C[C@H](C)Br.O=C1OC[C@@H](F)O1.O=C1OC[C@@H](F)O1.O=C1OC[C@@H](F)O1.O=C1OC[C@@H](F)O1.O=C1OC[C@@H](F)O1",
  "e_homo_ev": -8.29
}